1.
Molecular formula: C50H49GeN9OSZr
Method: DFT, ωB97M-V/def2-TZVPD

Computed properties:
Charge: 0
Lowest unoccupied orbital energy in eV: -0.812

Each line ends with the Mulliken charge.
Cartesian coordinates (Å):
1 Zr -1.20 0.53 0.68  -0.3897
2 O -1.00 3.80 3.18  -0.7352
3 C -0.76 2.73 2.64  0.0884
4 N -0.62 2.48 1.32  0.3317
5 C -0.85 3.58 0.40  -0.4174
6 C -2.24 3.45 -0.18  -0.0672
7 C -3.11 4.53 -0.16  -0.7550
8 C -4.42 4.35 -0.57  -0.6128
9 C -4.80 3.09 -0.99  -1.1863
10 C -3.87 2.08 -1.00  -0.4018
11 N -2.59 2.23 -0.63  0.9407
12 C -0.52 1.48 3.47  0.5605
13 C 0.09 1.58 4.70  -1.0411
14 C 0.36 0.41 5.39  -0.5438
15 C -0.04 -0.80 4.85  -0.8061
16 C -0.66 -0.82 3.62  -0.2337
17 N -0.88 0.31 2.92  0.3483
18 H -0.12 3.53 -0.40  -0.3217
19 H -0.75 4.53 0.91  0.7714
20 H -2.76 5.49 0.21  0.5091
21 H -5.12 5.18 -0.53  0.4280
22 H -5.82 2.89 -1.28  0.4681
23 H -4.15 1.09 -1.31  0.5343
24 H 0.36 2.56 5.07  0.6010
25 H 0.89 0.44 6.33  0.4307
26 H 0.13 -1.74 5.37  0.5262
27 H -0.99 -1.73 3.15  0.4030
28 S -3.60 -0.32 0.93  -0.5750
29 C -3.17 -2.05 0.68  0.6980
30 N -4.18 -2.88 0.92  -1.1135
31 N -3.79 -4.23 0.80  0.0481
32 C -2.89 -4.87 1.60  0.5389
33 C -2.61 -6.24 1.39  -0.6454
34 C -1.70 -6.91 2.19  -0.3935
35 C -1.03 -6.25 3.22  -0.7694
36 C -1.32 -4.91 3.45  -0.4411
37 C -2.24 -4.23 2.66  -0.3869
38 N -1.96 -2.42 0.25  -0.8263
39 N -1.06 -1.38 -0.04  1.3652
40 C 0.02 -1.78 -0.83  -0.3529
41 C 0.89 -0.74 -1.23  0.3906
42 C 1.97 -1.06 -2.05  -0.0556
43 C 2.20 -2.37 -2.48  -1.1159
44 C 1.34 -3.37 -2.07  -0.9676
45 C 0.25 -3.09 -1.24  -0.6663
46 H -4.48 -4.80 0.35  0.2223
47 H -3.12 -6.76 0.58  0.3159
48 H -1.50 -7.96 2.00  0.3545
49 H -0.32 -6.78 3.85  0.3921
50 H -0.83 -4.39 4.26  0.3693
51 H -2.51 -3.20 2.87  0.7294
52 H 0.54 1.35 -1.57  0.5691
53 H 2.66 -0.27 -2.34  0.2859
54 H 3.06 -2.59 -3.11  0.3898
55 H 1.52 -4.40 -2.38  0.3576
56 H -0.43 -3.86 -0.89  0.5783
57 C -2.57 1.09 -4.84  -1.0448
58 C -1.44 1.18 -3.79  -0.0964
59 N -1.11 -0.15 -3.30  0.6994
60 C -0.56 -0.97 -4.36  -0.6677
61 C -1.60 -1.10 -5.51  -0.8763
62 N -2.85 -0.37 -5.06  0.0506
63 C -3.38 -0.99 -3.79  -1.0558
64 C -2.27 -0.81 -2.71  0.9909
65 H -2.30 1.53 -5.80  0.2974
66 H -3.49 1.55 -4.49  0.4456
67 H -1.75 1.79 -2.95  -0.4460
68 H -0.54 1.62 -4.23  0.7941
69 H -0.29 -1.94 -3.95  0.1954
70 H 0.36 -0.51 -4.73  0.6461
71 H -1.88 -2.13 -5.70  0.4010
72 H -1.27 -0.64 -6.44  0.2808
73 H -3.55 -0.47 -5.79  0.2562
74 H -3.59 -2.03 -3.99  0.3875
75 H -4.30 -0.48 -3.53  0.2759
76 H -1.97 -1.78 -2.32  0.6451
77 H -2.63 -0.25 -1.85  -1.3657
78 C 0.56 0.64 -0.73  -0.3768
79 Ge 2.19 1.18 0.33  3.6733
80 C 2.84 -0.49 1.15  0.3259
81 C 4.17 -0.84 1.36  -0.5430
82 C 4.51 -2.03 1.99  -1.0557
83 C 3.51 -2.90 2.42  -0.6727
84 C 2.17 -2.57 2.23  -1.0092
85 C 1.85 -1.36 1.61  0.6317
86 C 3.38 2.06 -0.99  0.7440
87 C 4.75 1.81 -1.13  -0.4406
88 C 5.51 2.48 -2.08  -0.7931
89 C 4.91 3.42 -2.91  -0.5500
90 C 3.56 3.69 -2.78  -1.0491
91 C 2.80 3.01 -1.83  -0.3320
92 C 2.46 2.48 1.81  -0.0331
93 C 2.30 3.86 1.63  -0.2976
94 C 2.60 4.75 2.64  -0.6785
95 C 3.12 4.29 3.85  -0.6372
96 C 3.32 2.93 4.04  -0.8592
97 C 2.98 2.03 3.03  -0.2284
98 H 4.97 -0.17 1.05  0.3165
99 H 5.55 -2.29 2.15  0.3805
100 H 3.77 -3.83 2.91  0.4129
101 H 1.38 -3.25 2.53  0.7340
102 H 0.80 -1.11 1.46  -0.4057
103 H 5.24 1.09 -0.48  0.1427
104 H 6.57 2.27 -2.18  0.4172
105 H 5.50 3.94 -3.66  0.3697
106 H 3.09 4.44 -3.42  0.4132
107 H 1.74 3.23 -1.76  0.1569
108 H 1.95 4.24 0.68  0.1547
109 H 2.44 5.82 2.49  0.4066
110 H 3.36 5.00 4.65  0.3747
111 H 3.74 2.57 4.97  0.4008
112 H 3.14 0.97 3.19  0.3677

---

2.
Molecular formula: C46H49AsCoIN12S
Method: DFT, ωB97M-V/def2-TZVPD

Computed properties:
Multiplicity: 2
Charge: +1
Lowest unoccupied orbital energy (alpha / beta) in eV: -2.115 / -2.116

Each line ends with the Mulliken spin population.
Cartesian coordinates (Å):
1 Co 0.90 -0.26 1.32  0.9619
2 N 4.77 1.67 1.50  -0.0005
3 C 5.13 0.42 1.08  0.0057
4 C 3.97 -0.28 1.00  0.0009
5 N 2.90 0.51 1.37  -0.0068
6 C 3.43 1.69 1.66  -0.0075
7 C 2.79 2.95 2.07  0.0065
8 N 1.62 3.10 2.62  0.0016
9 C 1.45 4.46 2.78  0.0000
10 C 2.54 5.12 2.30  0.0000
11 N 3.40 4.15 1.85  -0.0001
12 H 5.41 2.41 1.70  -0.0003
13 H 6.15 0.14 0.87  0.0005
14 H 3.85 -1.30 0.69  0.0015
15 H 0.56 4.87 3.21  0.0000
16 H 2.78 6.17 2.23  0.0000
17 H 4.27 4.33 1.38  0.0001
18 N -0.81 -1.88 1.74  0.0407
19 N -0.60 -3.25 1.56  0.0045
20 C 0.57 -3.70 1.06  -0.0025
21 N 0.58 -4.99 0.69  0.0034
22 S 1.95 -2.77 0.93  0.0257
23 H -1.27 -1.71 2.63  0.0012
24 H -1.38 -1.52 0.97  -0.0191
25 H -1.43 -3.82 1.43  0.0008
26 H -0.23 -5.58 0.74  0.0002
27 H 1.43 -5.36 0.30  -0.0005
28 N -6.47 5.81 6.62  0.0001
29 C -5.82 5.23 5.87  -0.0002
30 C -4.99 4.51 4.95  0.0009
31 C -3.70 4.14 5.31  -0.0004
32 C -2.90 3.44 4.42  0.0004
33 C -3.41 3.11 3.17  -0.0004
34 C -4.69 3.48 2.80  -0.0001
35 C -5.48 4.18 3.68  -0.0005
36 N -2.60 2.38 2.26  -0.0001
37 C -2.58 2.49 0.89  -0.0124
38 C -1.65 1.60 0.46  0.0085
39 N -1.08 0.95 1.53  0.0001
40 C -1.68 1.45 2.59  0.0056
41 H -3.33 4.40 6.29  0.0000
42 H -1.89 3.18 4.70  0.0001
43 H -5.08 3.19 1.83  0.0000
44 H -6.49 4.47 3.41  0.0000
45 H -3.20 3.19 0.36  -0.0002
46 H -1.35 1.39 -0.55  0.0000
47 H -1.54 1.13 3.61  0.0007
48 I 0.34 2.11 6.76  -0.0001
49 C 0.88 0.46 5.61  0.0015
50 C 1.31 -0.72 6.20  -0.0011
51 C 1.67 -1.75 5.35  0.0009
52 C 1.57 -1.58 3.98  -0.0009
53 N 1.14 -0.44 3.41  -0.0045
54 C 0.82 0.56 4.23  -0.0027
55 H 1.37 -0.83 7.27  -0.0001
56 H 2.03 -2.69 5.74  0.0000
57 H 1.85 -2.37 3.30  -0.0034
58 H 0.56 1.49 3.75  0.0000
59 C 3.35 -5.94 -4.34  0.0002
60 C 2.56 -4.86 -3.66  0.0000
61 C 3.15 -3.68 -3.26  -0.0044
62 C 2.43 -2.65 -2.64  0.0058
63 C 3.19 -1.40 -2.30  -0.0019
64 C 1.06 -2.82 -2.41  0.0089
65 As -0.15 -1.65 -1.38  -0.0013
66 N 0.65 -0.15 -0.62  -0.0275
67 C 1.00 1.00 -1.30  0.0010
68 C 1.11 1.10 -2.70  0.0018
69 C 1.44 2.29 -3.32  -0.0064
70 C 1.68 3.45 -2.60  -0.0004
71 C 1.56 3.38 -1.21  -0.0036
72 C 1.22 2.19 -0.59  0.0266
73 C -1.42 -1.00 -2.75  0.0054
74 C -2.70 -0.70 -2.24  -0.0096
75 C -3.17 -1.10 -0.86  0.0000
76 C -3.65 -0.08 -3.04  0.0066
77 C -3.41 0.20 -4.37  -0.0019
78 C -4.43 0.87 -5.24  0.0004
79 C -2.19 -0.22 -4.90  0.0060
80 C -1.21 -0.83 -4.14  -0.0072
81 C -0.01 -1.34 -4.91  -0.0004
82 C 0.45 -4.02 -2.80  0.0055
83 C -1.01 -4.34 -2.60  -0.0037
84 C 1.20 -5.01 -3.42  -0.0041
85 H 4.40 -5.67 -4.42  -0.0004
86 H 2.97 -6.13 -5.35  0.0002
87 H 3.29 -6.88 -3.79  0.0002
88 H 4.21 -3.53 -3.43  -0.0001
89 H 4.25 -1.64 -2.18  0.0000
90 H 2.81 -0.93 -1.40  0.0041
91 H 3.11 -0.66 -3.10  0.0000
92 H 0.95 0.23 -3.30  0.0020
93 H 1.52 2.30 -4.40  0.0003
94 H 1.93 4.37 -3.09  0.0001
95 H 1.69 4.27 -0.61  0.0001
96 H 1.05 2.19 0.47  -0.0128
97 H -2.70 -2.03 -0.53  0.0000
98 H -4.24 -1.27 -0.88  0.0004
99 H -2.98 -0.33 -0.10  0.0000
100 H -4.62 0.16 -2.62  0.0001
101 H -5.23 1.31 -4.64  0.0008
102 H -4.89 0.16 -5.93  -0.0002
103 H -3.98 1.66 -5.84  -0.0003
104 H -2.01 -0.07 -5.96  0.0002
105 H 0.03 -0.86 -5.88  0.0007
106 H -0.10 -2.42 -5.07  -0.0003
107 H 0.94 -1.19 -4.42  -0.0005
108 H -1.63 -3.48 -2.33  0.0001
109 H -1.14 -5.10 -1.83  0.0004
110 H -1.43 -4.75 -3.52  0.0000
111 H 0.71 -5.93 -3.73  -0.0003

---

The records above give, respectively, calculated total energy values of -136734.022; -183776.040 eV.
The records above give, respectively, ΔE to the lowest compared entry with this formula, charge and spin values of 157.0; 0.0 kJ/mol.